Record 1
Entry from the Open Molecules 2025 dataset: CHBrI2 as an isolated structure at a distorted geometry (wB97M-V/def2-TZVPD).

Values from the calculation:
Lowest unoccupied orbital energy (Ha): -0.03298
ΔE to the lowest compared entry with this formula, charge and spin (kcal/mol): 10.06
Multiplicity: 1

Structure (XYZ):
```
5
CHBrI2 (wB97M-V/def2-TZVPD)
C -0.14 0.09 0.07
Br -0.19 0.14 2.03
I 0.98 1.66 -0.80
I 0.60 -1.84 -0.70
H -1.25 -0.05 -0.60
```

Record 2
Entry from the Open Molecules 2025 dataset: one molecule with the formula C5H6INO at a distorted geometry (wB97M-V/def2-TZVPD).

Values from the calculation:
Lowest unoccupied orbital energy (Ha): 0.00020
SMILES: Cc1cocc1NI
ΔE to the lowest compared entry with this formula, charge and spin (kcal/mol): 67.92
Multiplicity: 1

Structure (XYZ):
```
14
C5H6INO (wB97M-V/def2-TZVPD)
C 1.39 0.16 -1.08
C -0.23 -0.51 -2.35
C 0.31 0.20 -0.27
C -0.73 -0.19 -1.15
C 0.23 0.47 1.21
N -2.37 -0.71 -0.62
O 1.06 -0.20 -2.32
I -3.34 -1.48 -2.19
H 2.50 0.42 -0.89
H -0.71 -0.83 -3.29
H 0.85 1.36 1.49
H -0.76 0.55 1.54
H 0.64 -0.25 1.89
H -2.08 -1.52 0.00
```

Record 3
Entry from the Open Molecules 2025 dataset: C22H45BN7PPtS3 as an isolated structure (wB97M-V/def2-TZVPD).

Values from the calculation:
Lowest unoccupied orbital energy (alpha / beta) (Ha): -0.26636 / -0.26633
Charge: +2
ΔE to the lowest compared entry with this formula, charge and spin (kcal/mol): 0.55
Multiplicity: 1

Structure (XYZ):
```
80
C22H45BN7PPtS3 (wB97M-V/def2-TZVPD)
Pt 0.03 -0.07 -1.09
C 1.08 4.69 -0.37
N 0.69 4.22 -1.70
C 0.89 4.93 -2.86
C 0.25 4.25 -3.84
N -0.35 3.15 -3.29
B -1.10 2.11 -4.24
N -2.29 1.44 -3.50
C -3.53 2.01 -3.31
C -4.34 1.09 -2.74
N -3.59 -0.04 -2.57
C -4.06 -1.30 -2.01
C -2.34 0.20 -3.03
S -1.03 -0.94 -3.00
C -0.06 3.13 -1.99
S -0.63 2.10 -0.69
H 1.76 5.52 -0.49
H 1.56 3.89 0.18
H 0.20 5.02 0.18
H 1.43 5.86 -2.88
H 0.17 4.46 -4.89
H -1.53 2.76 -5.15
H -0.32 1.26 -4.57
H -3.74 3.02 -3.63
H -5.38 1.13 -2.46
H -5.08 -1.15 -1.65
H -3.42 -1.59 -1.18
H -4.06 -2.08 -2.77
C 1.21 -2.75 -0.27
C 0.25 -3.02 0.90
C -0.96 -3.73 0.27
C 0.93 -3.98 1.88
P -0.26 -1.41 1.70
N -0.67 -0.23 0.61
C -1.85 -1.59 2.69
C -1.86 -2.81 3.62
C -2.09 -0.32 3.53
C -3.04 -1.66 1.71
C 1.12 -0.70 2.74
C 2.47 -0.86 2.02
C 1.23 -1.36 4.12
C 0.91 0.82 2.92
H 1.46 -3.70 -0.73
H 2.13 -2.24 -0.01
H 0.72 -2.20 -1.09
H -0.59 -4.58 -0.30
H -1.50 -3.08 -0.42
H -1.65 -4.12 1.01
H 1.11 -4.92 1.36
H 0.31 -4.21 2.75
H 1.89 -3.62 2.24
H -1.02 -2.80 4.32
H -1.85 -3.75 3.09
H -2.78 -2.77 4.21
H -1.38 -0.21 4.34
H -3.08 -0.41 3.98
H -2.08 0.57 2.91
H -3.05 -2.56 1.10
H -3.08 -0.78 1.07
H -3.95 -1.68 2.32
H 2.81 -1.89 1.97
H 3.22 -0.30 2.59
H 2.44 -0.44 1.01
H 1.37 -2.44 4.06
H 0.36 -1.17 4.75
H 2.10 -0.95 4.64
H 0.87 1.33 1.96
H 1.76 1.21 3.48
H 0.01 1.07 3.47
C 5.44 1.68 -1.97
N 4.24 1.02 -2.48
C 3.07 1.00 -1.86
N 2.96 1.58 -0.67
S 1.76 0.23 -2.68
H 6.22 1.59 -2.72
H 5.79 1.20 -1.05
H 5.25 2.74 -1.80
H 4.29 0.56 -3.37
H 3.75 1.99 -0.20
H 2.06 1.57 -0.20
```

Record 4
Entry from the Open Molecules 2025 dataset: C28H25ClCsN3S as an isolated structure at a distorted geometry (wB97M-V/def2-TZVPD).

Values from the calculation:
Lowest unoccupied orbital energy (alpha / beta) (Ha): 0.12125 / 0.12124
Charge: -2
Multiplicity: 1

Structure (XYZ):
```
59
C28H25ClCsN3S (wB97M-V/def2-TZVPD)
Cs -0.86 -0.44 -0.29
C -1.50 1.72 -3.13
C -0.71 0.76 -3.73
C -1.21 -0.51 -3.94
C -2.49 -0.82 -3.53
C -3.28 0.14 -2.93
C -2.78 1.41 -2.73
H -1.10 2.71 -2.96
H 0.29 1.01 -4.06
H -0.60 -1.26 -4.41
H -2.88 -1.82 -3.68
H -4.29 -0.09 -2.64
H -3.39 2.16 -2.25
S -1.08 5.92 3.87
C -1.05 4.43 2.89
C -0.69 4.47 1.55
C -0.69 3.29 0.83
N -1.02 2.09 1.36
C -1.38 2.08 2.66
C -1.41 3.21 3.46
C 0.59 5.93 4.48
C 1.60 6.59 3.77
C 2.88 6.57 4.29
N 3.22 5.96 5.44
C 2.22 5.34 6.11
C 0.91 5.29 5.68
H -0.41 5.40 1.06
H -0.41 3.27 -0.22
H -1.65 1.10 3.05
H -1.71 3.13 4.50
H 1.39 7.10 2.84
H 3.70 7.07 3.77
H 2.52 4.86 7.04
H 0.16 4.78 6.26
C -2.19 -6.55 -0.95
C -1.38 -6.39 -2.07
C -0.54 -5.27 -2.18
C -0.48 -4.29 -1.17
C -1.32 -4.47 -0.06
C -2.16 -5.59 0.06
N 0.28 -3.17 -1.24
C 1.54 -3.25 -1.73
C 2.02 -2.21 -2.53
C 3.33 -2.21 -3.04
C 4.19 -3.26 -2.74
C 3.75 -4.29 -1.92
C 2.45 -4.28 -1.42
H -2.84 -7.41 -0.86
H -1.39 -7.12 -2.87
H 0.07 -5.15 -3.07
H -1.31 -3.73 0.73
H -2.79 -5.69 0.93
H 1.36 -1.38 -2.77
H 3.65 -1.39 -3.67
H 5.20 -3.26 -3.13
H 4.42 -5.11 -1.67
H 2.12 -5.09 -0.77
Cl -2.32 -1.57 2.35
H 1.44 -0.73 1.41
```

Record 5
Entry from the Open Molecules 2025 dataset: C12H69N3O21Pd as an isolated structure at a distorted geometry (wB97M-V/def2-TZVPD).

Values from the calculation:
Lowest unoccupied orbital energy (alpha / beta) (Ha): -0.15541 / -0.19086
Charge: +2
Multiplicity: 3

Structure (XYZ):
```
106
C12H69N3O21Pd (wB97M-V/def2-TZVPD)
Pd -0.22 0.75 -0.29
C 0.29 0.28 5.61
C -0.40 -0.86 4.84
C -1.92 -0.67 4.96
O -2.53 -1.90 4.40
C -3.06 -2.72 5.47
N -0.08 -0.90 3.45
H -0.11 1.30 5.47
H 1.36 0.37 5.26
H 0.26 0.12 6.72
H -0.11 -1.73 5.37
H -2.19 0.12 4.30
H -2.23 -0.55 5.97
H -2.35 -2.96 6.24
H -3.38 -3.68 5.07
H -3.90 -2.16 5.93
H -0.67 -1.58 2.98
H 0.86 -1.20 3.23
C 1.73 2.80 -7.06
C 2.01 4.26 -6.88
C 3.13 4.55 -5.84
O 2.82 4.13 -4.51
C 3.89 3.71 -3.72
N 2.37 4.80 -8.21
H 0.83 2.69 -7.74
H 1.53 2.33 -6.09
H 2.60 2.43 -7.62
H 1.15 4.73 -6.48
H 3.39 5.59 -5.89
H 4.02 4.02 -6.10
H 4.43 4.53 -3.33
H 4.52 2.96 -4.11
H 3.40 3.18 -2.91
H 1.66 4.58 -8.85
H 2.21 5.79 -8.17
C 0.13 -5.06 4.94
C -0.33 -5.18 3.52
C -0.27 -6.60 3.06
O 0.99 -6.94 2.68
C 1.16 -8.35 2.50
N -1.62 -4.55 3.14
H -0.61 -5.49 5.56
H 0.25 -3.99 5.20
H 1.14 -5.50 4.93
H 0.43 -4.70 2.88
H -0.83 -6.81 2.17
H -0.75 -7.22 3.89
H 0.74 -8.98 3.29
H 2.20 -8.56 2.38
H 0.63 -8.76 1.59
H -1.71 -3.65 3.54
H -2.34 -5.29 3.26
O -0.66 4.23 2.66
H -0.99 4.74 3.43
H -0.99 3.31 2.76
O -2.90 -2.53 -0.71
H -3.69 -2.51 -0.16
H -2.18 -3.00 -0.27
O 0.65 1.11 -2.26
H 0.11 1.67 -2.88
H 1.38 0.83 -2.83
O -1.79 -0.26 -5.78
H -1.94 -0.58 -6.69
H -1.60 -1.05 -5.29
O 0.69 -1.20 0.52
H 1.65 -1.29 0.34
H 0.30 -2.09 0.41
O 3.35 -1.47 1.05
H 3.96 -0.90 1.48
H 3.95 -2.06 0.59
O 2.03 0.07 -4.34
H 2.85 0.05 -4.88
H 1.35 -0.20 -4.91
O 2.24 2.84 2.99
H 1.72 2.97 3.79
H 3.05 2.45 3.22
O -0.81 -3.90 0.39
H -0.14 -4.59 0.12
H -1.06 -4.06 1.31
O -0.98 1.21 1.88
H -0.58 0.53 2.49
H -1.95 1.31 2.00
O -2.06 -0.08 -1.30
H -2.36 -1.00 -1.09
H -2.92 0.44 -1.28
O -0.85 2.32 -4.32
H -1.24 1.53 -4.80
H -1.64 2.74 -3.95
O -4.00 2.03 1.79
H -4.33 2.75 2.38
H -4.51 1.24 2.11
O 0.85 4.17 -0.78
H 0.89 4.85 -0.13
H 0.86 4.55 -1.68
O -4.59 1.44 -2.28
H -5.23 2.06 -1.94
H -5.08 0.97 -2.88
O 1.75 1.56 0.45
H 1.74 1.97 1.35
H 1.87 2.27 -0.18
O -1.13 2.72 -0.57
H -1.77 2.91 0.14
H -0.37 3.42 -0.59
O 0.70 5.16 -3.34
H 1.52 4.89 -3.89
H 0.34 5.98 -3.65
```

Record 6
Entry from the Open Molecules 2025 dataset: a 3-piece molecular cluster, H6O3 overall (wB97M-V/def2-TZVPD).

Values from the calculation:
Lowest unoccupied orbital energy (Ha): 0.02528
SMILES: O.O.O
ΔE to the lowest compared entry with this formula, charge and spin (kcal/mol): 13.57
Multiplicity: 1

Structure (XYZ):
```
9
H6O3 (wB97M-V/def2-TZVPD)
O 3.11 0.76 3.12
H 3.79 0.10 2.97
H 2.60 0.41 3.85
O -3.77 -1.35 -2.95
H -3.02 -0.89 -2.57
H -4.40 -1.42 -2.23
O 0.32 0.57 -0.94
H 0.56 1.49 -1.09
H 0.80 0.32 -0.16
```

Record 7
Entry from the Open Molecules 2025 dataset: one molecule with the formula C5H10N2O2 at a distorted geometry (wB97M-V/def2-TZVPD).

Values from the calculation:
Lowest unoccupied orbital energy (Ha): 0.03352
SMILES: CO[C@@]1(O)C=CNN1C
ΔE to the lowest compared entry with this formula, charge and spin (kcal/mol): 119.92
Multiplicity: 1

Structure (XYZ):
```
19
C5H10N2O2 (wB97M-V/def2-TZVPD)
C 0.54 -1.45 0.78
C 1.65 -1.22 0.16
C -0.47 0.15 0.63
C 0.65 2.21 -0.22
C -1.93 -1.06 -0.95
N 1.74 0.12 -0.31
N 0.43 0.78 -0.29
O -0.57 0.74 1.82
O -1.79 -0.14 0.14
H 0.06 -2.23 1.29
H 2.63 -1.82 0.15
H 1.50 2.51 -0.93
H -0.37 2.62 -0.50
H 1.08 2.42 0.77
H -1.47 -2.03 -0.86
H -1.75 -0.75 -1.92
H -2.95 -1.33 -1.01
H 2.21 0.21 -1.18
H -1.19 0.25 2.44
```

Record 8
Entry from the Open Molecules 2025 dataset: a 7-piece molecular cluster, C30H72N2O16P overall at a distorted geometry (wB97M-V/def2-TZVPD).

Values from the calculation:
Lowest unoccupied orbital energy (Ha): 0.07395
Charge: -1
Multiplicity: 1

Structure (XYZ):
```
121
C30H72N2O16P (wB97M-V/def2-TZVPD)
C 5.51 -1.25 1.65
C 4.02 -0.62 1.59
O 3.35 -0.64 2.65
O 3.62 -0.04 0.36
C 2.18 -0.11 0.17
C 1.65 -1.53 -0.37
C 1.30 -2.59 0.80
N -0.19 -2.92 0.71
P -0.96 -1.54 1.53
N -2.52 -1.85 1.84
C 2.22 -3.92 0.77
O 3.32 -3.93 1.43
O 1.72 -5.01 0.05
H 6.01 -1.13 0.63
H 5.48 -2.38 1.89
H 6.17 -0.66 2.40
H 1.56 0.19 1.07
H 1.93 0.65 -0.67
H 0.65 -1.32 -0.91
H 2.35 -1.98 -1.17
H 1.45 -2.11 1.82
H -0.31 -3.78 1.29
H -0.33 -1.31 2.80
H -0.93 -0.35 0.72
H -2.69 -1.81 2.86
C -3.93 -2.75 -1.67
O -4.17 -1.36 -1.85
C -4.92 -1.09 -3.03
C -6.38 -0.81 -2.72
O -7.03 -1.98 -2.22
C -7.17 -1.96 -0.80
H -3.58 -2.90 -0.64
H -4.84 -3.34 -1.81
H -3.16 -3.08 -2.36
H -4.81 -1.90 -3.76
H -4.48 -0.19 -3.49
H -6.90 -0.54 -3.64
H -6.48 0.02 -2.02
H -7.97 -1.26 -0.52
H -6.25 -1.67 -0.30
H -7.45 -2.96 -0.47
C -10.22 -0.14 -2.81
O -9.75 1.06 -3.42
C -9.17 0.82 -4.70
C -10.14 1.20 -5.82
O -11.28 0.33 -5.84
C -12.42 0.93 -5.24
H -10.86 0.14 -1.97
H -10.82 -0.74 -3.50
H -9.38 -0.73 -2.44
H -8.85 -0.22 -4.80
H -8.29 1.46 -4.78
H -9.63 1.07 -6.79
H -10.45 2.24 -5.74
H -12.84 1.68 -5.92
H -12.18 1.40 -4.29
H -13.16 0.15 -5.07
C 4.77 -2.46 5.30
O 5.93 -3.02 4.70
C 7.08 -2.90 5.54
C 7.39 -4.22 6.25
O 6.36 -4.55 7.19
C 5.47 -5.53 6.68
H 3.90 -2.79 4.73
H 4.65 -2.78 6.34
H 4.82 -1.36 5.25
H 6.96 -2.09 6.26
H 7.93 -2.65 4.89
H 8.31 -4.11 6.82
H 7.53 -5.03 5.53
H 5.95 -6.51 6.70
H 5.14 -5.30 5.67
H 4.59 -5.56 7.33
C 0.17 -3.65 7.86
O 0.84 -2.39 7.83
C 0.76 -1.71 9.08
C 2.06 -1.84 9.87
O 2.28 -3.19 10.28
C 3.23 -3.85 9.45
H 0.48 -4.21 6.97
H 0.44 -4.23 8.74
H -0.91 -3.50 7.83
H -0.10 -2.06 9.66
H 0.59 -0.65 8.85
H 1.98 -1.24 10.78
H 2.90 -1.46 9.29
H 4.24 -3.50 9.68
H 3.02 -3.70 8.39
H 3.17 -4.92 9.66
C 4.10 0.77 -4.51
O 4.66 2.02 -4.86
C 3.68 3.06 -4.92
C 3.71 3.93 -3.66
O 3.29 3.19 -2.52
C 4.39 2.76 -1.72
H 4.92 0.09 -4.24
H 3.42 0.84 -3.65
H 3.56 0.35 -5.37
H 2.69 2.64 -5.09
H 3.94 3.68 -5.78
H 3.00 4.75 -3.78
H 4.70 4.36 -3.51
H 4.79 3.61 -1.16
H 5.19 2.31 -2.32
H 4.03 2.01 -1.01
C 0.56 6.21 -6.42
O 1.70 6.58 -5.67
C 2.79 6.99 -6.49
C 2.91 8.51 -6.53
O 1.79 9.10 -7.19
C 0.85 9.64 -6.28
H -0.29 6.14 -5.75
H 0.33 6.94 -7.20
H 0.72 5.23 -6.88
H 2.70 6.58 -7.50
H 3.70 6.58 -6.05
H 3.80 8.78 -7.11
H 3.03 8.92 -5.53
H 1.23 10.58 -5.86
H 0.62 8.94 -5.47
H -0.07 9.85 -6.82
```

Record 9
Entry from the Open Molecules 2025 dataset: a 2-piece molecular cluster, C7H14N3 overall (wB97M-V/def2-TZVPD).

Values from the calculation:
Lowest unoccupied orbital energy (Ha): -0.09064
Charge: +1
ΔE to the lowest compared entry with this formula, charge and spin (kcal/mol): 5.33
Multiplicity: 1

Structure (XYZ):
```
24
C7H14N3 (wB97M-V/def2-TZVPD)
C -0.08 2.12 2.31
C -0.63 1.97 1.07
C 0.17 0.04 1.70
C -1.30 2.96 0.19
C 1.56 -1.54 -1.42
C -0.07 -3.06 -0.28
C 0.20 -1.95 -0.96
N 0.42 0.91 2.68
N -0.45 0.66 0.72
N -0.82 -1.00 -1.28
H 0.00 2.98 2.94
H -0.58 3.68 -0.20
H -1.78 2.46 -0.64
H -2.05 3.51 0.76
H 1.60 -1.51 -2.51
H 1.82 -0.55 -1.05
H 2.31 -2.25 -1.08
H 0.45 -1.00 1.69
H 0.70 -3.75 -0.01
H -1.08 -3.32 0.01
H 0.89 0.70 3.55
H -0.72 0.13 -0.19
H -0.69 -0.61 -2.21
H -1.75 -1.42 -1.22
```

Record 10
Entry from the Open Molecules 2025 dataset: a 2-piece molecular cluster, C2H4BrClO2 overall at a distorted geometry (wB97M-V/def2-TZVPD).

Values from the calculation:
Lowest unoccupied orbital energy (Ha): 0.01999
ΔE to the lowest compared entry with this formula, charge and spin (kcal/mol): 50.97
Multiplicity: 1

Structure (XYZ):
```
10
C2H4BrClO2 (wB97M-V/def2-TZVPD)
C 0.99 0.20 0.15
C -1.01 -0.53 -0.69
O 0.51 0.63 1.39
O 1.39 1.19 -0.58
Cl -0.43 -2.04 -1.35
Br -2.27 -0.74 0.78
H 1.36 -0.78 0.19
H -1.36 0.13 -1.38
H -0.08 -0.06 1.77
H 0.90 2.00 -0.29
```